one) Here is a 2-piece molecular cluster, C4H9N overall from OMol25. Energies are from the ωB97M-V functional and the def2-TZVPD basis.

```
14
Properties=species:S:1:pos:R:3
C -6.591 1.401 -0.333
C -6.673 0.085 -0.283
H -6.052 1.859 -1.159
H -7.031 2.022 0.433
H -6.374 -0.720 -0.947
H -7.288 -0.364 0.502
C 5.024 -1.365 -0.371
C 5.057 0.588 0.933
N 5.684 -0.165 0.006
H 5.468 -1.760 -1.293
H 3.942 -1.306 -0.634
H 5.150 -2.147 0.414
H 5.569 1.491 1.272
H 4.115 0.383 1.461
```

Results
molar mass	71.12	g/mol
spin multiplicity	2
highest occupied orbital energy (alpha / beta)	1.0317 / -2.9888	eV
net charge	-1
frontier orbital gap (alpha / beta)	1.6 / 5.6	eV
LUMO (alpha / beta)	2.6 / 2.6	eV

Löwdin atomic charge list, values in e, 5 entries: C -0.084; C -0.093; H 0.046; H 0.045; H 0.045



two) Here is a 2-piece molecular cluster, C4H9N overall from OMol25. Energies are from the ωB97M-V functional and the def2-TZVPD basis.

```
14
Properties=species:S:1:pos:R:3
C 1.134 -1.729 -1.737
C 1.489 -1.883 -0.466
H 1.299 -0.812 -2.280
H 0.727 -2.586 -2.258
H 1.893 -1.064 0.111
H 1.413 -2.871 -0.032
C -1.188 1.653 -0.284
C -0.798 0.524 1.735
N -0.405 1.481 0.908
H -2.266 1.452 -0.148
H -0.777 0.983 -1.067
H -1.027 2.673 -0.658
H -0.064 0.047 2.392
H -1.850 0.209 1.835
```

Results
molar mass	71.12	g/mol
spin multiplicity	2
highest occupied orbital energy (alpha / beta)	0.9313 / -2.8206	eV
net charge	-1
frontier orbital gap (alpha / beta)	3.4 / 6.9	eV
LUMO (alpha / beta)	4.3 / 4.1	eV

Löwdin atomic charge list, values in e, 5 entries: C -0.122; C -0.106; H 0.031; H 0.027; H 0.042



It is two) that is the most stable of them.



one) Here is one molecule with the formula CH4N2S2 from OMol25. Energies are from the ωB97M-V functional and the def2-TZVPD basis.

```
9
Properties=species:S:1:pos:R:3
S 1.885 -1.043 -0.176
N 1.462 0.546 -0.607
C 0.294 1.021 -0.333
N -0.763 0.387 0.320
S -1.607 -0.901 -0.467
H 1.036 -1.128 0.877
H 0.123 2.055 -0.619
H -1.389 0.970 0.797
H -1.042 -1.907 0.207
```

Results
molar mass	108.19	g/mol
SMILES	S/N=C\NS
highest occupied orbital energy	-8.6535	eV
net charge	0
frontier orbital gap	9.2	eV
LUMO	0.5	eV

Löwdin atomic charge list, values in e, 5 entries: S 0.684; N -0.387; C -0.422; N -0.432; S 0.729



two) Here is one molecule with the formula CH4N2S2 from OMol25. Energies are from the ωB97M-V functional and the def2-TZVPD basis.

```
9
Properties=species:S:1:pos:R:3
S -2.571 -0.241 0.043
N -1.234 0.521 -0.176
C -0.103 -0.127 -0.025
N 1.096 0.511 -0.127
S 2.621 -0.258 -0.002
H -3.357 0.649 0.730
H -0.040 -1.187 -0.169
H 1.034 1.375 -0.212
H 3.149 0.678 1.264
```

Results
molar mass	108.19	g/mol
SMILES	S/N=C/NS
highest occupied orbital energy	-7.7805	eV
net charge	0
frontier orbital gap	7.7	eV
LUMO	-0.1	eV

Löwdin atomic charge list, values in e, 5 entries: S 0.681; N -0.500; C -0.379; N -0.411; S 0.672



It is one) that is the most stable of them.



one) Here is a 2-piece molecular cluster, CH6NO overall from OMol25. Energies are from the ωB97M-V functional and the def2-TZVPD basis.

```
9
Properties=species:S:1:pos:R:3
O -0.686 1.998 0.654
H 0.011 2.074 -0.008
C 0.784 -1.556 -0.136
N -0.098 -0.504 -0.518
H 0.719 -1.773 0.953
H 1.847 -1.355 -0.281
H 0.539 -2.478 -0.652
H -0.986 -0.839 -0.846
H -0.359 0.397 -0.044
```

Results
molar mass	48.07	g/mol
highest occupied orbital energy	-2.5425	eV
net charge	-1
frontier orbital gap	6.9	eV
LUMO	4.4	eV

Löwdin atomic charge list, values in e, 5 entries: O -0.621; H -0.183; C -0.263; N -0.094; H 0.055



two) Here is a 2-piece molecular cluster, CH6NO overall from OMol25. Energies are from the ωB97M-V functional and the def2-TZVPD basis.

```
9
Properties=species:S:1:pos:R:3
O 0.927 2.510 -0.141
H 0.054 2.772 -0.462
C -0.214 -0.516 0.568
N 0.149 -1.355 -0.593
H 0.278 -0.879 1.557
H -1.273 -0.575 0.820
H 0.091 0.517 0.485
H -0.673 -1.750 -1.045
H 0.661 -0.724 -1.189
```

Results
molar mass	48.07	g/mol
highest occupied orbital energy	-2.2631	eV
net charge	-1
frontier orbital gap	6.8	eV
LUMO	4.6	eV

Löwdin atomic charge list, values in e, 5 entries: O -0.662; H -0.218; C -0.224; N -0.086; H 0.069



It is one) that is the most stable of them.



one) Here is one molecule with the formula C2H3Cl2N2P from OMol25. Energies are from the ωB97M-V functional and the def2-TZVPD basis.

```
10
Properties=species:S:1:pos:R:3
Cl 0.376 2.730 0.353
C -0.067 1.174 -0.125
N -1.291 0.871 -0.538
P -1.472 -0.842 -0.849
Cl -2.613 -1.349 0.789
N 0.100 -1.069 0.040
C 0.933 0.045 0.146
H 0.606 -1.942 -0.257
H 1.789 0.236 -0.619
H 1.639 0.146 1.061
```

Results
molar mass	156.94	g/mol
SMILES	ClC1=NP(Cl)NC1
highest occupied orbital energy	-9.3059	eV
net charge	0
frontier orbital gap	9.5	eV
LUMO	0.2	eV

Löwdin atomic charge list, values in e, 5 entries: Cl 0.721; C -0.856; N -0.224; P 0.535; Cl 0.140



two) Here is one molecule with the formula C2H3Cl2N2P from OMol25. Energies are from the ωB97M-V functional and the def2-TZVPD basis.

```
10
Properties=species:S:1:pos:R:3
C -0.075 0.082 1.041
C 0.834 -0.447 -0.045
N -1.138 0.631 0.680
N 0.308 -0.875 -1.136
P -1.842 0.690 -0.739
Cl 0.608 0.257 2.578
Cl 1.931 1.252 -0.397
H 1.631 -0.912 0.636
H 0.718 -0.451 -1.970
H -2.975 -0.226 -0.649
```

Results
molar mass	156.94	g/mol
highest occupied orbital energy (alpha / beta)	-9.1184 / -9.1163	eV
net charge	0
frontier orbital gap (alpha / beta)	7.6 / 7.6	eV
LUMO (alpha / beta)	-1.5 / -1.5	eV

Löwdin atomic charge list, values in e, 5 entries: C -0.905; C -0.768; N -0.332; N -0.026; P 0.955



three) Here is one molecule with the formula C2H3Cl2N2P from OMol25. Energies are from the ωB97M-V functional and the def2-TZVPD basis.

```
10
Properties=species:S:1:pos:R:3
C -1.411 -0.688 -0.651
C 1.214 -0.122 0.147
N -1.412 0.578 -0.653
N 0.552 0.930 0.632
P -0.912 1.584 0.565
Cl -1.124 -1.584 0.834
Cl 3.000 -0.247 0.010
H -1.620 -1.250 -1.652
H 0.659 -0.674 -0.619
H 1.053 1.474 1.387
```

Results
molar mass	156.94	g/mol
highest occupied orbital energy (alpha / beta)	-7.2983 / -7.1140	eV
net charge	0
frontier orbital gap (alpha / beta)	7.2 / 7.3	eV
LUMO (alpha / beta)	-0.1 / 0.2	eV

Löwdin atomic charge list, values in e, 5 entries: C -0.700; C -0.682; N -0.336; N -0.436; P 0.788



It is one) that is the most stable of them.